The molecule C2H4N2O2, computed with ωB97M-V/def2-TZVPD.

Its relative energy (zero: lowest compared OMol25 entry of this formula, charge and spin) is 400.35 kJ/mol. For the HOMO energy, the calculation gives -10.2 eV. The value obtained for the frontier orbital gap is 10.71 eV. Its SMILES is [H]/N=C/N(O)C=O. For the calculated total energy, the calculation gives -338.5007 Eh.

Each line ends with the Löwdin charge.
Positions of all 10 atoms, in Å:
O1 -0.606 -1.259 1.006  -0.014
O2 2.147 0.885 0.489  0.093
N1 -0.355 0.990 -1.810  0.100
N2 0.120 -0.115 0.376  -0.057
C1 1.305 0.209 0.960  -0.346
C2 -0.438 -0.016 -0.958  -0.168
H1 1.358 -0.067 2.050  0.151
H2 -1.286 -0.781 1.468  0.089
H3 -0.967 0.885 -2.606  0.032
H4 -1.279 -0.732 -0.977  0.121

***

The molecule C4H4O, computed with ωB97M-V/def2-TZVPD.

Its relative energy (zero: lowest compared OMol25 entry of this formula, charge and spin) is 455.49 kJ/mol. For the HOMO energy, the calculation gives -7.0 eV. The value obtained for the frontier orbital gap is 6.61 eV. For the calculated total energy, the calculation gives -229.8545 Eh.

Each line ends with the Löwdin charge.
Positions of all 9 atoms, in Å:
O1 -2.785 -0.141 0.149  0.272
C1 -1.665 -0.145 -0.108  -0.035
C2 -0.334 -0.092 -0.356  -0.329
C3 0.662 1.065 -0.054  -0.144
C4 0.761 -0.166 0.674  -0.227
H1 1.506 -0.918 0.392  0.104
H2 0.418 -0.206 1.671  0.083
H3 1.328 1.253 -0.936  0.049
H4 0.109 -0.650 -1.432  0.227

***

The molecule C6H8N2O, computed with ωB97M-V/def2-TZVPD.

Its relative energy (zero: lowest compared OMol25 entry of this formula, charge and spin) is 683.10 kJ/mol. For the HOMO energy (alpha / beta), the calculation gives -6.3 / -6.3 eV. The value obtained for the frontier orbital gap (alpha / beta) is 6.87 / 6.87 eV. For the calculated total energy, the calculation gives -417.9231 Eh.

Each line ends with the Löwdin charge.
Positions of all 17 atoms, in Å:
O1 -2.003 0.207 0.613  0.067
N1 0.655 0.327 -0.276  -0.268
N2 0.425 1.213 -1.204  -0.001
C1 1.063 0.586 0.925  -0.165
C2 0.226 -0.978 -0.651  -0.130
C3 1.669 1.260 2.025  0.094
C4 -1.133 -0.827 -1.347  -0.167
C5 -2.148 -0.067 -0.530  -0.282
C6 1.484 -0.080 2.218  0.122
H1 1.917 -0.903 2.740  0.088
H2 -3.105 -0.008 -1.088  0.120
H3 -1.571 -1.724 -1.785  0.115
H4 2.030 2.113 2.358  0.046
H5 0.590 2.180 -1.041  0.011
H6 -0.939 -0.218 -2.245  0.102
H7 -0.037 -1.431 0.386  0.147
H8 0.877 -1.648 -1.099  0.099

***

C44H41N6O3PSiTb as an isolated structure, computed with ωB97M-V/def2-TZVPD.

Its relative energy (zero: lowest compared OMol25 entry of this formula, charge and spin) is 0.00 kJ/mol. Its multiplicity is 7. The net charge is +1. For the HOMO energy (alpha / beta), the calculation gives -9.9 / -9.9 eV. The value obtained for the frontier orbital gap (alpha / beta) is 6.19 / 6.20 eV. The expectation value of S² is 12.686. For the calculated total energy, the calculation gives -3710.8138 Eh.

Each line ends with the Löwdin charge.
Positions of all 97 atoms, in Å:
Tb1 -0.338 -0.874 0.371  1.618
P1 -0.404 0.687 -2.142  1.085
Si1 3.013 -1.627 -1.224  0.364
O1 -4.014 1.664 5.965  -0.013
O2 -1.097 -3.853 0.176  -0.046
O3 -2.732 0.185 7.145  -0.006
N1 1.918 -0.947 -0.060  -0.216
N2 -1.672 -2.737 -0.437  -0.134
N3 -2.836 -0.248 0.004  0.061
N4 -1.650 -0.783 2.415  0.016
N5 1.234 0.418 1.654  0.001
N6 0.435 -2.433 2.262  0.002
C1 -3.483 0.107 1.134  -0.184
C2 -3.263 0.496 3.603  0.062
C3 -2.871 -0.592 -2.466  -0.221
C4 -0.563 2.054 -0.924  -0.416
C5 -1.806 0.282 -4.496  -0.066
C6 -2.672 0.145 4.806  -0.057
C7 2.262 -2.722 4.316  -0.015
C8 2.172 1.294 -5.256  -0.061
C9 -1.750 2.616 -0.454  -0.087
C10 -2.046 -1.861 -2.663  -0.191
C11 0.214 -1.860 3.456  -0.218
C12 1.306 3.453 -4.648  -0.057
C13 -4.830 0.210 -1.224  0.005
C14 1.446 1.172 2.752  -0.317
C15 -3.516 -0.230 -1.150  -0.241
C16 0.570 2.877 -3.624  -0.075
C17 2.474 -3.351 3.099  -0.026
C18 0.657 2.555 -0.450  -0.123
C19 3.989 -0.299 -2.096  -0.156
C20 -3.187 0.758 6.147  -0.678
C21 0.267 1.857 3.385  -0.006
C22 -1.683 -2.888 -1.705  -0.084
C23 -1.046 -1.084 3.577  -0.214
C24 2.279 -0.193 1.019  -0.470
C25 0.634 1.500 -3.408  -0.366
C26 1.114 -1.972 4.503  0.019
C27 -1.589 -0.717 4.791  0.060
C28 1.864 -2.532 -2.402  -0.172
C29 1.538 -3.172 2.101  -0.128
C30 -1.719 3.663 0.460  -0.053
C31 -2.057 0.581 -3.043  -0.334
C32 -1.566 -2.039 -3.907  -0.021
C33 -4.798 0.547 1.125  0.024
C34 1.435 0.714 -4.232  -0.111
C35 3.791 0.751 2.625  -0.039
C36 -1.626 -0.980 -4.902  -0.049
C37 -5.477 0.621 -0.074  -0.006
C38 4.205 -2.907 -0.571  -0.163
C39 0.685 3.613 0.443  -0.061
C40 3.588 -0.019 1.505  -0.019
C41 -2.776 -0.051 2.432  -0.203
C42 2.711 1.354 3.267  -0.033
C43 2.109 2.663 -5.463  -0.060
C44 -0.505 4.167 0.900  -0.065
H1 1.636 4.002 0.785  0.121
H2 -1.413 -1.209 -5.938  0.119
H3 0.092 1.483 4.394  0.094
H4 -5.342 0.218 -2.178  0.128
H5 3.387 0.592 -2.285  0.016
H6 2.687 3.119 -6.257  0.112
H7 0.920 -1.474 5.443  0.126
H8 -2.710 2.274 -0.820  0.094
H9 4.416 -0.488 0.989  0.090
H10 2.798 0.676 -5.888  0.113
H11 0.458 2.927 3.471  0.092
H12 2.851 1.973 4.144  0.121
H13 1.663 -3.631 1.129  0.103
H14 -6.503 0.964 -0.108  0.127
H15 -4.086 1.198 3.647  0.124
H16 3.353 -3.955 2.918  0.118
H17 -0.639 1.718 2.798  0.067
H18 1.254 4.523 -4.808  0.113
H19 0.983 -1.928 -2.633  -0.029
H20 -0.486 4.992 1.601  0.118
H21 -2.592 1.524 -2.931  0.129
H22 -1.448 -3.844 1.078  0.105
H23 -1.185 -1.030 5.747  0.130
H24 -5.292 0.797 2.051  0.124
H25 -0.049 3.503 -2.993  0.113
H26 -3.712 -0.733 -3.151  0.152
H27 1.529 -3.477 -1.958  0.036
H28 4.795 0.890 3.008  0.118
H29 4.361 -0.666 -3.058  0.042
H30 -1.305 -3.826 -2.110  0.151
H31 4.819 -3.274 -1.400  0.044
H32 -2.647 4.092 0.817  0.117
H33 2.361 -2.779 -3.347  0.047
H34 1.588 2.127 -0.805  0.111
H35 1.487 -0.356 -4.075  0.087
H36 4.858 0.005 -1.505  0.036
H37 -1.730 1.107 -5.194  0.128
H38 4.886 -2.516 0.189  0.027
H39 -1.051 -2.962 -4.157  0.130
H40 2.984 -2.818 5.118  0.123
H41 3.683 -3.768 -0.144  0.023

***

The molecule C4H10O2, computed with ωB97M-V/def2-TZVPD.

Its relative energy (zero: lowest compared OMol25 entry of this formula, charge and spin) is 237.75 kJ/mol. For the HOMO energy, the calculation gives -9.4 eV. The value obtained for the frontier orbital gap is 10.04 eV. Its SMILES is OCCCCO. For the calculated total energy, the calculation gives -308.8076 Eh.

Each line ends with the Löwdin charge.
Positions of all 16 atoms, in Å:
O1 -1.940 1.332 1.339  -0.132
O2 -0.060 -0.353 -1.994  -0.140
C1 0.775 -0.998 0.228  -0.184
C2 1.128 -0.651 -1.246  -0.236
C3 -1.270 0.387 0.573  -0.308
C4 0.200 0.174 1.028  -0.192
H1 -1.918 -0.448 0.737  0.118
H2 -1.717 2.346 1.076  0.166
H3 -0.069 0.551 -2.509  0.147
H4 -1.137 0.808 -0.486  0.120
H5 0.096 0.247 2.116  0.108
H6 1.569 -1.552 -1.606  0.095
H7 0.184 -1.831 0.256  0.070
H8 0.786 1.083 0.889  0.105
H9 1.622 -1.369 0.909  0.137
H10 1.749 0.275 -1.311  0.126

***

C28H40BiO4SSbSi2 as an isolated structure, computed with ωB97M-V/def2-TZVPD.

Its relative energy (zero: lowest compared OMol25 entry of this formula, charge and spin) is 21.00 kJ/mol. For the HOMO energy, the calculation gives -8.6 eV. The value obtained for the frontier orbital gap is 7.78 eV. For the calculated total energy, the calculation gives -2823.9786 Eh.

Each line ends with the Löwdin charge.
Positions of all 77 atoms, in Å:
Bi1 0.357 1.643 1.716  1.561
Sb1 -0.701 0.753 -0.924  1.579
S1 -2.604 1.436 1.523  0.261
Si1 0.921 0.227 4.698  0.353
Si2 1.367 -1.740 2.213  0.365
O1 -2.018 2.544 0.710  -0.527
O2 -1.526 1.234 2.645  -0.576
O3 -3.878 1.711 2.103  -0.256
O4 -2.539 0.188 0.708  -0.467
C1 -0.661 -4.045 -2.025  -0.073
C2 1.984 4.070 -3.467  -0.075
C3 -3.583 1.705 -1.691  -0.098
C4 -4.752 1.279 -3.738  -0.076
C5 -0.378 -2.342 1.988  -0.152
C6 0.621 3.918 -3.676  -0.073
C7 -1.609 -2.050 -1.098  -0.137
C8 0.559 -1.948 -2.173  -0.333
C9 -1.270 -0.090 -4.190  -0.049
C10 2.293 -2.896 3.349  -0.182
C11 -4.727 1.821 -2.464  -0.069
C12 0.567 2.111 -2.055  -0.304
C13 -0.078 2.954 -2.966  -0.112
C14 1.393 0.012 2.878  -0.608
C15 0.639 2.048 5.043  -0.215
C16 2.349 -0.318 5.767  -0.179
C17 2.765 1.430 -0.891  -0.096
C18 -0.485 -1.314 -1.491  -0.302
C19 -0.586 -0.749 5.162  -0.168
C20 -2.448 0.538 -3.476  -0.284
C21 -3.617 0.660 -4.230  -0.056
C22 -1.702 -3.407 -1.368  -0.078
C23 2.628 3.264 -2.545  -0.054
C24 0.449 -3.317 -2.420  -0.055
C25 2.293 -1.756 0.594  -0.182
C26 1.944 2.279 -1.834  -0.316
C27 -2.450 1.045 -2.164  -0.261
C28 1.771 -1.242 -2.720  -0.059
H1 -1.426 -0.529 4.497  0.032
H2 -0.715 -5.107 -2.237  0.104
H3 3.691 3.392 -2.370  0.115
H4 3.345 -1.493 0.752  0.050
H5 -0.787 -2.709 2.933  0.034
H6 -1.269 -1.176 -4.085  0.088
H7 -1.334 0.143 -5.253  0.086
H8 -5.641 1.353 -4.354  0.104
H9 -5.589 2.336 -2.061  0.108
H10 -0.381 -1.823 5.124  0.026
H11 1.855 -1.419 -3.794  0.095
H12 1.869 -1.050 -0.122  -0.028
H13 -0.310 0.283 -3.837  0.048
H14 2.478 -1.402 5.755  0.017
H15 2.433 0.377 2.812  0.010
H16 3.457 2.046 -0.315  0.091
H17 2.507 -3.831 2.821  0.036
H18 -1.047 -1.554 1.622  0.013
H19 2.684 -1.616 -2.251  0.083
H20 3.247 -2.463 3.666  0.035
H21 1.451 2.663 4.638  0.027
H22 1.254 -3.812 -2.956  0.117
H23 -2.427 -1.562 -0.583  0.087
H24 3.294 0.138 5.454  0.037
H25 -3.594 2.160 -0.714  0.072
H26 3.357 0.691 -1.433  0.086
H27 -0.882 -0.501 6.185  0.041
H28 2.542 4.822 -4.011  0.105
H29 0.600 2.225 6.121  0.038
H30 2.159 -0.015 6.802  0.036
H31 -2.583 -3.957 -1.062  0.109
H32 1.722 -0.167 -2.575  0.035
H33 0.098 4.555 -4.378  0.106
H34 1.720 -3.144 4.246  0.027
H35 2.250 -2.747 0.128  0.049
H36 -0.402 -3.164 1.265  0.036
H37 -3.615 0.265 -5.240  0.111
H38 -0.311 2.406 4.628  0.020
H39 -1.146 2.877 -3.114  0.093
H40 2.158 0.853 -0.193  -0.028

***

The molecule C7H10N2, computed with ωB97M-V/def2-TZVPD.

Its relative energy (zero: lowest compared OMol25 entry of this formula, charge and spin) is 680.62 kJ/mol. For the HOMO energy (alpha / beta), the calculation gives -8.2 / -8.1 eV. The value obtained for the frontier orbital gap (alpha / beta) is 7.19 / 7.13 eV. For the calculated total energy, the calculation gives -381.9929 Eh.

Each line ends with the Löwdin charge.
Positions of all 19 atoms, in Å:
N1 1.580 -1.011 0.677  0.106
N2 0.470 -1.772 0.793  -0.046
C1 -0.810 -1.402 0.705  0.073
C2 0.310 0.434 -0.643  0.139
C3 -1.783 -0.291 -1.524  -0.041
C4 -0.956 -0.145 -0.204  -0.577
C5 -1.643 0.705 0.922  -0.036
C6 2.735 0.987 -0.043  -0.044
C7 1.454 0.196 0.084  -0.355
H1 -1.697 1.682 0.584  0.057
H2 3.578 0.338 0.297  0.089
H3 -1.226 -1.005 -2.194  0.100
H4 -2.711 -0.836 -1.416  0.074
H5 2.871 1.342 -1.024  0.054
H6 0.594 -2.588 1.329  0.109
H7 -1.809 0.658 -1.886  0.038
H8 2.712 1.884 0.580  0.076
H9 -2.607 0.147 1.141  0.112
H10 -1.062 0.677 1.821  0.074

***

The molecule C3H8O2S2, computed with ωB97M-V/def2-TZVPD.

Its relative energy (zero: lowest compared OMol25 entry of this formula, charge and spin) is 196.66 kJ/mol. For the HOMO energy, the calculation gives -9.1 eV. The value obtained for the frontier orbital gap is 9.58 eV. Its SMILES is C[C@@H](O)C(O)(S)S. For the calculated total energy, the calculation gives -1065.9071 Eh.

Each line ends with the Löwdin charge.
Positions of all 15 atoms, in Å:
S1 1.375 -1.737 0.449  0.594
S2 2.369 1.250 0.209  0.761
O1 1.014 0.079 -1.758  -0.098
O2 -0.344 0.500 1.538  -0.020
C1 1.077 0.140 -0.387  -1.001
C2 -1.382 -0.216 -0.528  -0.046
C3 -0.282 0.513 0.201  -0.618
H1 -0.424 1.607 -0.060  0.163
H2 2.720 -1.506 0.973  -0.106
H3 -0.983 -0.345 -1.579  0.098
H4 -1.681 -1.179 -0.120  0.076
H5 1.906 -0.019 -2.158  0.123
H6 -0.630 -0.336 1.746  0.036
H7 1.801 1.599 1.424  -0.074
H8 -2.341 0.408 -0.527  0.111

***

Short version: F_max = 0.0838, 0.1103, 0.1228, 0.0166, 0.0975, 0.0109, 0.0912, 0.0788 Eh/bohr, in the order given.